ORCA calculation (ωB97M-V with the def2-TZVPD basis set) on a single C14H24NO4P molecule at a distorted geometry.

The geometry in ORCA input format:
```
! RIJCOSX wB97M-V def2-TZVPD def2/J DEFGRID3
* xyz 0 1
C -4.2548 -2.6199 -0.8482
C -2.7175 -2.4548 -0.4687
O -2.4422 -1.2607 -0.6942
P -2.8320 -0.2327 0.7850
O -4.1426 -0.5112 1.5648
O -2.5765 1.1726 0.0816
C -3.6868 1.8295 -0.5740
C -3.5433 3.6047 -0.3576
O -1.5585 -0.2995 1.5846
C -0.2902 -0.2196 1.1287
C 0.5107 -1.3209 1.0882
C 1.8297 -1.5344 0.5128
C 2.5160 -2.6552 0.5959
C 2.2987 -0.0162 0.2458
N 3.7324 -0.1027 0.0639
C 3.9604 -0.3812 -1.5483
C 4.7014 0.9193 0.3252
C 1.5928 1.2608 0.5125
C 2.1108 2.3843 0.2603
C 0.3794 0.9322 0.9353
H -4.5557 -2.1713 -1.7079
H -5.0631 -2.1052 -0.2441
H -4.6264 -3.8131 -0.8820
H -2.0162 -2.9031 -1.1353
H -2.7147 -2.8344 0.5381
H -3.7068 1.7574 -1.5429
H -4.5056 1.4189 -0.0061
H -2.6165 3.7884 -0.9555
H -4.4080 3.8941 -0.6600
H -3.6710 3.6947 0.6772
H 0.0151 -2.3761 1.1375
H 2.2844 -3.5282 1.2405
H 3.6086 -2.4834 0.6965
H 2.5557 -2.9285 -0.5935
H 3.8374 0.6421 -1.8995
H 3.2656 -0.9617 -1.7912
H 4.9406 -0.7550 -1.4089
H 4.9221 1.7228 0.0252
H 4.3991 0.7660 1.5863
H 5.7136 0.4110 0.5692
H 1.4021 3.0815 0.0941
H 2.7713 2.5033 -0.8265
H 2.8045 2.7749 0.8136
H -0.2237 1.9105 1.0815
*
```

Output
SMILES	CCOP(=O)(OCC)Oc1cc(C)c(N(C)C)c(C)c1
orbital gap	8.199	eV
calculated total energy	-33864.1380	eV
ΔE to the lowest compared entry with this formula, charge and spin	347.8	kcal/mol